No. 1
ORCA calculation (wB97M-V/def2-TZVPD) on C21H16F3IN3Rh as an isolated structure.

Last column: Mulliken charge in e.
Atoms and positions in Å:
I -2.336 -1.730 1.182  0.315
Rh -0.333 -0.241 0.341  0.129
F 1.698 4.674 4.723  -0.222
F 3.147 5.217 3.210  -0.250
F 1.138 6.020 3.125  -0.234
N 0.541 1.561 1.167  0.000
N 1.428 -2.120 -1.578  -0.283
N 1.337 -1.285 0.595  0.044
C 2.919 -2.990 0.081  -0.830
C 1.408 3.754 2.599  0.383
C -4.051 -1.789 -3.343  -0.935
C -0.341 2.402 1.730  -0.322
C -2.433 -1.085 -1.663  0.097
C -3.117 -1.882 -0.744  0.525
C 1.882 -2.115 -0.313  0.998
C 3.346 -3.011 1.376  -0.303
C 2.327 2.899 2.011  -0.694
C -2.264 -0.170 -3.913  -0.664
C -0.694 0.534 -2.241  0.056
C 1.770 -1.318 1.891  -0.328
C -4.680 -2.573 -2.410  -0.629
C -2.917 -1.017 -2.992  0.737
C -4.220 -2.618 -1.081  -0.361
C 2.755 -2.151 2.320  -0.885
C -1.185 0.606 -3.547  -0.940
C 1.863 4.944 3.426  0.721
C 1.852 1.814 1.303  -0.495
C 0.051 3.509 2.452  -0.758
C -1.277 -0.328 -1.312  0.154
H 1.885 -2.694 -2.265  0.239
H 3.069 -2.137 3.352  0.465
H -2.642 -0.121 -4.927  0.448
H -0.721 1.274 -4.260  0.437
H -5.546 -3.158 -2.684  0.427
H 2.531 1.127 0.816  0.604
H 3.390 3.077 2.093  0.513
H 1.285 -0.625 2.566  0.568
H 0.744 -1.457 -1.901  0.066
H -4.746 -3.221 -0.352  0.464
H 4.134 -3.689 1.673  0.436
H 0.146 1.160 -1.948  0.522
H -4.417 -1.747 -4.360  0.448
H 3.354 -3.640 -0.665  0.401
H -0.690 4.166 2.885  0.471
H -1.390 2.173 1.581  0.468

Its charge is +2. The calculation puts the total energy at -1681.3902 a.u. Its HOMO energy (alpha / beta) is -14.81 / -14.81 eV. The value obtained for the energy relative to the best compared isomer or geometry (same formula, charge and spin) is 0.3270 eV. Its molar mass is 597.18 g mol⁻¹. The value obtained for the frontier orbital gap (alpha / beta) is 6.50 / 6.50 eV.


No. 2
ORCA calculation (wB97M-V/def2-TZVPD) on a 2-piece molecular cluster, CH7NS2 overall.

Last column: Mulliken charge in e.
Atoms and positions in Å:
S 0.841 -1.045 0.345  -0.184
S -0.293 -2.680 0.504  -0.159
N -0.812 3.177 -0.236  -0.516
C -0.151 3.610 -1.490  -0.595
H 1.150 -0.610 1.586  0.174
H -0.738 2.176 -0.174  0.224
H 0.205 2.752 -2.056  0.241
H -1.766 3.494 -0.194  0.212
H -1.507 -2.258 0.915  0.157
H 0.618 4.362 -1.266  0.200
H -0.855 4.162 -2.105  0.247

Its charge is 0. The calculation puts the total energy at -893.3917 a.u. Its SMILES is CN.SS. Its HOMO energy is -9.11 eV. The value obtained for the energy relative to the best compared isomer or geometry (same formula, charge and spin) is 0.7883 eV. Its molar mass is 97.21 g mol⁻¹. The value obtained for the frontier orbital gap is 9.51 eV.


No. 3
ORCA calculation (wB97M-V/def2-TZVPD) on C4H6InO7 as an isolated structure.

Last column: Mulliken charge in e.
Atoms and positions in Å:
In -0.975 -2.808 -2.006  0.899
O -1.879 0.421 -0.958  -0.590
O 1.426 -0.233 1.008  -0.647
O -1.311 -0.961 -2.652  -0.549
O 0.620 2.754 -0.192  -0.519
O -2.193 -1.767 -0.832  -0.551
O 1.305 -2.156 -0.163  -0.646
O 2.561 -1.972 1.675  -0.466
C -0.423 0.639 0.247  -0.063
C 1.749 -1.425 0.733  0.643
C -0.324 2.096 0.623  -0.429
C -1.911 -0.737 -1.543  1.000
H -0.916 0.133 1.089  0.296
H 2.835 -2.845 1.368  0.305
H -0.055 2.161 1.689  0.283
H 0.612 3.695 0.002  0.308
H 0.195 0.435 -0.638  0.378
H -1.318 2.568 0.549  0.348

Its charge is 0. The calculation puts the total energy at -872.7178 a.u. Its expectation value of S² is 0.753. Its HOMO energy (alpha / beta) is -9.10 / -9.08 eV. The multiplicity is 2. The value obtained for the energy relative to the best compared isomer or geometry (same formula, charge and spin) is 0.9003 eV. Its molar mass is 280.90 g mol⁻¹. The value obtained for the frontier orbital gap (alpha / beta) is 8.59 / 5.23 eV.


No. 4
ORCA calculation (wB97M-V/def2-TZVPD) on the molecule C20H15ClF3N5.

Last column: Mulliken charge in e.
Atoms and positions in Å:
Cl -6.469 -2.808 0.427  -0.231
F 7.791 1.460 -0.068  -0.266
F 7.620 0.036 1.538  -0.269
F 8.387 -0.581 -0.372  -0.282
N 5.081 0.338 0.506  -0.535
N -0.036 0.553 -0.324  -0.365
N 1.279 -1.327 -0.182  -0.177
N -6.600 0.611 -1.548  -0.650
N -5.269 2.568 -1.180  0.034
C -6.810 -0.614 -1.111  -0.414
C -1.045 1.284 0.117  -0.558
C 7.458 0.190 0.220  0.966
C -4.879 0.819 0.177  1.242
C 0.261 -0.575 0.320  0.664
C -5.117 -0.479 0.618  -0.485
C 5.849 -0.899 -1.391  -0.286
C -1.823 0.960 1.217  0.449
C -1.502 -0.217 1.890  -0.224
C 2.059 -0.925 -1.323  -0.775
C 3.840 0.088 0.147  -0.328
C 6.060 -0.147 -0.244  -0.271
C -0.454 -0.995 1.452  -0.901
C -6.099 -1.185 -0.050  0.192
C -2.974 1.839 1.633  -1.357
C 4.537 -1.158 -1.755  -0.588
C 3.497 -0.662 -0.979  0.742
C -4.276 2.915 -0.301  -0.739
C -5.659 1.296 -0.914  -0.639
C -4.007 1.884 0.552  0.371
H -3.417 1.448 2.551  0.412
H -2.071 -0.517 2.760  0.419
H -0.183 -1.910 1.957  0.331
H 4.327 -1.743 -2.639  0.395
H -7.578 -1.175 -1.624  0.399
H 1.588 -0.005 -1.688  0.329
H 3.075 0.507 0.786  0.438
H 2.001 -1.689 -2.108  0.334
H -3.829 3.890 -0.340  0.444
H 1.570 -2.141 0.334  0.205
H -5.653 3.150 -1.904  0.202
H -1.239 2.187 -0.449  0.418
H 6.679 -1.271 -1.970  0.439
H -4.565 -0.919 1.434  0.522
H -2.614 2.852 1.825  0.390

Its charge is 0. The calculation puts the total energy at -1804.7704 a.u. Its SMILES is FC(F)(F)c1ccc(CNc2ccc(Cc3c[nH]c4ncc(Cl)cc34)cn2)cn1. Its HOMO energy is -8.09 eV. The value obtained for the energy relative to the best compared isomer or geometry (same formula, charge and spin) is 0.0917 eV. Its molar mass is 417.82 g mol⁻¹. The value obtained for the frontier orbital gap is 8.66 eV.


No. 5
ORCA calculation (wB97M-V/def2-TZVPD) on a 11-piece molecular cluster, C28H37F7N4O27 overall.

Last column: Mulliken charge in e.
Atoms and positions in Å:
F 0.349 1.842 -3.115  -0.127
F -3.294 -4.581 -1.638  -0.341
F -1.266 0.976 5.386  -0.256
F 3.539 -3.468 -1.415  -0.281
F -0.888 3.301 0.208  -0.126
F -2.835 2.169 1.693  -0.223
F 4.158 2.610 -0.731  -0.169
O -5.366 2.009 3.310  -0.362
O -0.564 -3.999 2.057  -0.421
O -2.587 -6.533 -2.566  -0.366
O 4.310 4.704 -4.869  -0.561
O -2.033 0.166 -2.772  -0.075
O -3.840 -7.742 -3.944  -0.563
O 5.251 5.348 2.252  -0.601
O 4.688 3.144 2.225  -0.272
O -6.601 3.450 1.959  -0.603
O -3.517 -5.583 -4.262  -0.352
O -1.466 -1.732 -3.930  -0.425
O 1.218 2.999 3.854  -0.558
O 1.374 -4.713 -4.304  -0.558
O 1.809 3.198 1.612  0.092
O 2.151 -0.340 3.194  -0.506
O 0.283 -4.589 3.923  -0.538
O -6.131 -0.411 0.574  -0.566
O 1.434 -2.726 -3.342  -0.060
O 5.610 4.018 0.398  -0.342
O 5.272 3.693 -3.173  -0.517
O -4.504 -1.694 1.043  -0.554
O 3.292 -3.850 -3.522  -0.351
O 1.941 0.637 5.257  -0.359
O -0.197 3.854 2.385  -0.333
O -4.477 3.640 2.229  -0.391
O -0.667 0.265 -4.385  -0.382
O 0.206 -0.144 4.204  -0.214
N -5.093 -0.939 0.315  0.998
N 4.277 3.972 -3.887  0.852
N 1.924 0.946 -0.883  -0.314
N -0.015 -4.810 2.748  0.826
C 2.964 3.534 -3.362  -0.330
C 1.497 -0.018 4.169  0.597
C -0.133 0.464 0.664  1.711
C -3.377 -6.710 -3.565  0.520
C -1.900 1.499 -3.127  -0.196
C -5.578 3.020 2.484  0.622
C -0.344 -1.083 0.871  -0.504
C 5.260 2.724 0.103  0.212
C -0.243 4.172 0.977  0.250
C -4.031 2.075 3.787  -0.309
C 2.436 -1.893 -2.854  0.397
C -0.271 -1.873 -0.366  -0.708
C 4.899 2.033 1.428  0.013
C 0.875 0.961 6.094  -0.436
C -0.257 0.182 5.480  0.368
C 1.262 4.016 0.609  -0.389
C -2.554 -4.671 -3.803  -0.178
C -1.461 -0.561 -3.712  0.561
C 0.996 0.852 -0.202  -0.341
C -2.378 -5.146 -2.449  0.675
C -4.397 -0.483 -0.949  -0.365
C 1.947 -3.842 -3.723  0.514
C 3.597 -2.883 -2.622  0.320
C 0.976 3.298 2.712  0.251
C 5.172 4.258 1.664  0.620
C 0.279 -6.121 2.177  -0.759
C -0.648 1.588 -3.946  0.135
C -3.353 2.832 2.715  0.475
H 6.040 2.147 -0.393  0.321
H -5.119 -0.351 -1.755  0.286
H -0.779 -2.828 -0.231  0.453
H -0.555 5.185 0.722  0.431
H 1.410 3.614 -0.393  -0.257
H 2.236 3.512 -4.173  0.259
H -0.858 -1.478 -1.195  -0.201
H -0.551 -0.694 6.057  0.264
H 4.554 -2.365 -2.690  0.319
H 1.154 0.833 7.140  0.346
H -1.747 1.969 -2.155  -0.135
H -1.328 -1.247 1.310  0.440
H -0.589 -6.446 1.602  0.302
H 1.692 5.016 0.552  0.500
H 2.585 4.262 -2.645  0.210
H -0.610 2.240 -4.818  0.357
H 1.117 -6.053 1.484  0.264
H 0.593 2.013 6.052  0.218
H 2.106 -1.325 -1.985  -0.552
H -1.407 -4.955 -1.993  0.201
H 3.253 2.605 -2.870  0.077
H 0.699 -2.016 -0.842  0.009
H -3.676 1.059 3.959  0.241
H 2.661 -1.116 -3.585  0.288
H 0.492 -6.841 2.967  0.307
H -2.752 1.852 -3.708  0.388
H -1.632 -4.607 -4.382  0.229
H 5.718 1.436 1.829  0.358
H 0.063 0.898 1.645  -0.625
H 0.403 -1.402 1.598  0.182
H -2.994 -3.675 -3.868  0.167
H 3.986 1.439 1.460  -0.077
H -3.795 -1.346 -1.234  0.112
H -2.568 3.480 3.104  0.176
H -3.746 0.377 -0.793  0.077
H -0.957 0.930 0.124  -0.131
H -4.085 2.566 4.758  0.364

Its charge is 0. The calculation puts the total energy at -4038.4322 a.u. Its SMILES is O=C1OC[C@@H](F)O1.O=C1OC[C@@H](F)O1.O=C1OC[C@@H](F)O1.O=C1OC[C@@H](F)O1.O=C1OC[C@@H](F)O1.O=C1OC[C@@H](F)O1.O=C1OC[C@@H](F)O1.C[N+](=O)[O-].C[N+](=O)[O-].C[N+](=O)[O-].CCCC#N. Its HOMO energy is -10.72 eV. Its molar mass is 994.59 g mol⁻¹. The value obtained for the frontier orbital gap is 10.35 eV.


No. 6
ORCA calculation (wB97M-V/def2-TZVPD) on a 2-piece molecular cluster, C3H8N2O overall.

Last column: Mulliken charge in e.
Atoms and positions in Å:
O -3.495 -0.845 -0.359  -0.475
N 2.046 1.318 0.525  -0.048
N 1.391 1.671 1.522  -0.482
C -2.310 -1.190 -0.833  0.227
C -1.240 -0.344 -0.772  -0.803
C 2.346 0.008 0.422  -0.508
H -0.384 -0.538 -1.406  0.292
H -3.495 0.012 0.064  0.288
H 3.509 0.064 0.202  0.250
H -1.534 0.657 -0.485  0.148
H 1.883 -0.470 -0.441  0.170
H 1.194 2.621 1.599  0.231
H 2.296 -0.739 1.139  0.395
H -2.208 -2.226 -1.178  0.315

Its charge is 0. The calculation puts the total energy at -303.7277 a.u. Its SMILES is [H]/N=N/C.C=CO. Its HOMO energy is -8.94 eV. The value obtained for the energy relative to the best compared isomer or geometry (same formula, charge and spin) is 4.4731 eV. Its molar mass is 88.11 g mol⁻¹. The value obtained for the frontier orbital gap is 9.82 eV.